Computed, not measured: a structure of composition C24H46Br6O8S, with the ωB97M-V functional and the def2-TZVPD basis.

```
! wB97M-V def2-TZVPD RIJCOSX def2/J DEFGRID3
* xyz 0 1
Br 7.687 -1.579 -3.927
Br -6.545 -0.032 4.476
Br 2.877 0.531 1.524
Br 1.485 2.005 4.622
Br -5.310 0.186 7.944
Br 8.422 -0.865 -0.384
S -3.488 -2.320 -4.621
O -2.842 -0.844 -5.153
O -3.751 -3.367 -5.649
O -4.864 -1.875 -4.172
O 4.140 -0.267 0.107
O -2.458 -2.726 -3.357
O 5.795 -0.401 1.735
O -2.365 1.786 -4.965
O -3.463 2.596 -5.164
C 4.905 -0.937 -0.970
C 2.579 -1.539 -2.073
C -2.919 1.142 1.679
C 5.167 0.368 0.966
C -2.066 -0.446 -3.969
C -1.957 -1.458 -2.748
C -2.698 0.010 -0.616
C -2.522 -0.245 0.947
C 0.483 -2.340 -3.415
C 1.029 0.339 3.721
C -7.017 0.750 7.191
C 4.054 -0.993 -2.335
C -3.972 3.464 3.100
C 8.917 -0.284 -3.146
C -2.639 1.127 3.247
C 5.490 1.939 0.891
C 9.608 -0.850 -1.930
C -0.527 -1.913 -2.220
C -2.923 -1.315 -1.489
C 2.258 -0.338 3.161
C -3.607 2.187 3.995
C 1.673 -1.241 -3.380
C -2.479 1.068 -3.722
C -7.511 -0.231 6.158
H -3.138 3.410 -5.607
H -7.702 0.790 8.039
H -0.704 -2.881 -1.634
H -3.658 0.631 -0.730
H 8.339 0.614 -2.933
H -0.011 -2.201 -4.440
H -1.781 1.579 -2.973
H -3.132 2.578 4.955
H 2.088 -1.004 -1.187
H 1.145 -0.239 -3.204
H -2.671 -2.196 -0.797
H -4.026 1.295 1.433
H 5.225 -1.979 -0.651
H -2.297 1.997 1.245
H 9.640 -0.069 -3.933
H 0.565 -0.282 4.490
H -4.491 4.221 3.787
H -6.874 1.755 6.797
H 9.961 -1.870 -2.070
H -1.566 1.414 3.488
H -4.020 -1.482 -1.770
H 3.100 -0.344 3.853
H -0.069 -1.098 -1.574
H -1.869 0.659 -1.050
H 2.029 -1.363 2.864
H 3.941 0.045 -2.796
H 0.287 0.581 2.961
H -2.901 0.111 3.708
H -1.012 -0.327 -4.410
H 2.530 -2.657 -1.854
H -1.414 -0.397 1.207
H -4.750 3.159 2.323
H 5.096 2.325 -0.105
H 6.628 2.054 0.853
H 10.447 -0.217 -1.638
H 5.844 -0.308 -1.184
H 4.558 -1.734 -3.040
H 5.078 2.491 1.785
H -3.533 1.206 -3.311
H -7.405 -1.271 6.463
H -3.103 -1.130 1.347
H -8.555 -0.034 5.910
H -4.577 1.684 4.298
H -3.081 3.982 2.634
H 2.281 -1.213 -4.336
H 0.915 -3.374 -3.267
*
```

**HOMO**: -8.67 eV
**DFT total energy**: -17385.85861 a.u.
**LUMO**: 0.013 hartree
**Maximum force**: 7.7 eV Å⁻¹

Mulliken population analysis, charges in e, atoms 1 to 4:
1 Br -0.137
2 Br -0.102
3 Br 0.009
4 Br -0.158